Entry 1:
Entry from OMol25: a structure of composition C6H34O14 (ωB97M-V/def2-TZVPD).

As for the relative energy (zero: lowest compared OMol25 entry of this formula, charge and spin): 485.43 kcal/mol. The calculation puts the gap between HOMO and LUMO at 0.2890 hartree.

```
! wB97M-V def2-TZVPD RIJCOSX def2/J DEFGRID3
* xyz 0 1
C -0.66 -1.09 3.05
C -0.40 -2.55 2.92
O 0.31 -3.07 4.01
O -1.15 -0.76 4.30
H -1.22 -0.78 2.17
H 0.29 -0.57 2.95
H 0.05 -2.77 1.95
H -1.33 -3.12 2.97
H 1.17 -2.66 3.97
H -0.84 -1.47 4.87
C 2.29 1.88 -3.49
C 2.20 1.61 -1.96
O 0.86 1.15 -1.65
O 2.90 0.84 -4.15
H 2.99 2.72 -3.52
H 1.39 2.10 -4.06
H 2.43 2.52 -1.42
H 2.79 0.78 -1.56
H 0.82 1.43 -0.73
H 2.28 0.12 -4.22
C 1.79 -0.31 0.85
C 1.92 -1.32 -0.27
O 3.20 -1.77 -0.59
O 0.39 -0.08 1.06
H 2.41 0.51 0.49
H 2.13 -0.80 1.76
H 1.41 -0.81 -1.09
H 1.24 -2.15 -0.07
H 3.30 -1.65 -1.54
H 0.37 0.76 1.51
O -1.15 0.88 0.24
H -1.35 0.06 0.69
H -0.76 0.61 -0.60
O -0.25 -2.29 0.60
H -0.02 -1.39 0.83
H -1.21 -2.28 0.57
O -0.78 1.53 -2.73
H 0.10 1.49 -2.37
H -1.11 0.63 -2.65
O -2.49 2.49 -0.57
H -2.08 1.75 -0.12
H -3.05 2.09 -1.24
O 0.72 2.26 -0.27
H 0.60 2.88 0.44
H -0.09 1.74 -0.27
O -2.21 0.47 2.32
H -2.85 0.95 2.85
H -2.67 0.31 1.49
O -2.96 -0.39 -0.36
H -3.36 -0.31 -1.23
H -3.49 0.17 0.20
O -1.47 -0.43 -2.22
H -1.33 -1.28 -2.64
H -2.06 -0.63 -1.49
*
```



Entry 2:
Entry from OMol25: a cluster of 4 separate species, C36H29B2F25N2O7S in total (ωB97M-V/def2-TZVPD).

The calculation puts the gap between HOMO and LUMO at 0.2957 hartree.

```
! wB97M-V def2-TZVPD RIJCOSX def2/J DEFGRID3
* xyz 0 1
C 0.90 1.26 1.82
C 1.27 0.23 1.28
C 1.69 -1.12 0.80
C 1.61 -1.28 -0.72
C 2.74 -1.00 -1.50
C 4.02 -0.50 -0.81
B 5.38 -0.73 -1.63
O 5.64 -1.88 -2.37
O 6.35 0.26 -1.65
C 2.68 -1.15 -2.89
C 1.53 -1.62 -3.50
C 0.41 -1.89 -2.68
C 0.39 -1.72 -1.30
N -0.78 -1.97 -0.52
C -1.98 -1.45 -1.07
C -2.33 -1.62 -2.42
C -3.49 -1.11 -2.96
F -3.71 -1.29 -4.28
C -4.40 -0.41 -2.19
C -4.11 -0.25 -0.84
B -5.16 0.57 0.05
O -5.74 -0.05 1.16
O -5.41 1.90 -0.33
C -2.92 -0.77 -0.29
C -2.73 -0.54 1.21
C -2.24 0.71 1.57
C -2.11 0.96 2.96
C -2.51 -0.10 3.76
C -2.96 -1.33 3.28
N -3.09 -1.55 1.98
S -1.13 -2.51 -3.39
H 0.63 2.11 2.42
H 1.01 -1.88 1.25
H 2.68 -1.32 1.23
H 3.92 0.60 -0.66
H 4.18 -0.97 0.17
H 5.43 -1.74 -3.30
H 5.86 1.10 -1.63
H 3.52 -0.92 -3.55
H 1.43 -1.77 -4.59
H -0.68 -1.63 0.43
H -5.30 0.00 -2.66
H -6.61 -0.38 0.86
H -6.19 1.89 -0.90
H -1.98 1.47 0.83
H -1.75 1.92 3.36
H -2.46 0.03 4.85
H -3.25 -2.10 4.00
C -0.03 6.68 4.71
C 1.11 7.55 5.28
C 2.40 7.62 4.46
F 2.99 6.42 4.33
F 3.29 8.43 5.09
F 1.36 7.16 6.54
F 0.62 8.82 5.35
O -0.18 5.35 5.23
C 0.57 4.31 4.70
C 1.53 3.71 5.72
F 2.38 4.63 6.20
F 2.26 2.73 5.14
F 1.19 4.71 3.57
F -0.32 3.36 4.32
H -0.95 7.18 5.00
H -0.05 6.68 3.62
H 2.22 8.04 3.47
H 0.97 3.28 6.56
C -1.34 -5.26 2.61
C -0.56 -4.49 3.70
C 0.91 -4.87 3.90
F 1.07 -6.14 4.29
F 1.44 -4.10 4.88
F -1.24 -4.57 4.87
F -0.59 -3.18 3.33
O -2.16 -6.36 3.03
C -1.60 -7.62 3.20
C -1.68 -8.09 4.66
F -1.05 -7.24 5.49
F -1.08 -9.30 4.78
F -0.35 -7.65 2.71
F -2.33 -8.46 2.44
H -2.05 -4.55 2.20
H -0.70 -5.54 1.77
H 1.48 -4.70 2.99
H -2.72 -8.18 4.98
C 0.32 2.44 -8.83
C 0.98 3.28 -7.71
C 2.46 3.03 -7.44
F 2.71 1.77 -7.04
F 2.89 3.85 -6.44
F 0.26 3.15 -6.58
F 0.86 4.58 -8.09
O -0.43 1.28 -8.44
C 0.23 0.08 -8.23
C 0.13 -0.39 -6.78
F 0.64 0.52 -5.94
F 0.79 -1.55 -6.55
F 1.50 0.15 -8.67
F -0.39 -0.83 -9.02
H -0.43 3.09 -9.28
H 1.01 2.21 -9.64
H 3.07 3.24 -8.33
H -0.92 -0.56 -6.51
*
```



Entry 3:
Entry from OMol25: a cluster of 10 separate species, C10H20Cl20 in total (ωB97M-V/def2-TZVPD).

As for the relative energy (zero: lowest compared OMol25 entry of this formula, charge and spin): 17.27 kcal/mol. The calculation puts the gap between HOMO and LUMO (alpha / beta) at 0.0629 / 0.3760 hartree.

```
! wB97M-V def2-TZVPD RIJCOSX def2/J DEFGRID3
* xyz -1 2
C -0.89 2.01 -4.05
Cl -0.56 1.23 -2.47
Cl -2.45 1.36 -4.65
H -1.02 3.07 -3.86
H -0.20 1.73 -4.84
C 4.81 1.20 1.15
Cl 5.11 -0.54 0.98
Cl 4.34 1.49 2.89
H 5.68 1.78 0.84
H 4.00 1.52 0.49
C 3.34 -0.28 -2.28
Cl 3.22 -1.36 -3.70
Cl 2.92 1.40 -2.70
H 2.73 -0.70 -1.48
H 4.39 -0.34 -2.01
C 1.13 -0.10 4.17
Cl 2.02 -0.57 5.63
Cl -0.24 0.85 4.55
H 1.70 0.46 3.42
H 0.83 -1.00 3.63
C -1.47 -4.84 1.86
Cl -1.96 -6.06 3.04
Cl -0.65 -5.46 0.40
H -2.35 -4.25 1.61
H -0.79 -4.11 2.30
C 0.21 -0.46 0.15
Cl 1.26 0.93 0.34
Cl 0.47 -2.03 0.90
H -0.75 -0.13 0.53
H 0.20 -0.73 -0.90
C -0.58 -3.27 -4.48
Cl -2.28 -3.59 -4.53
Cl -0.10 -2.70 -2.82
H -0.10 -4.23 -4.66
H -0.22 -2.51 -5.17
C -4.12 -1.07 2.42
Cl -3.04 -1.60 1.00
Cl -5.15 -2.39 3.02
H -3.47 -0.65 3.19
H -4.80 -0.29 2.08
C -3.80 2.80 -0.51
Cl -2.55 1.78 0.24
Cl -3.18 3.76 -1.89
H -4.52 2.12 -0.97
H -4.31 3.39 0.25
C 1.32 4.58 1.26
Cl 1.21 3.42 2.58
Cl 2.94 5.20 1.23
H 1.19 3.83 0.47
H 0.51 5.31 1.33
*
```



Entry 4:
Entry from OMol25: a structure of composition C36H32LuNO2P2 (ωB97M-V/def2-TZVPD).

The calculation puts the gap between HOMO and LUMO at 0.2638 hartree.

```
! wB97M-V def2-TZVPD RIJCOSX def2/J DEFGRID3
* xyz 2 1
C 1.20 -0.09 -2.04
C 1.70 0.20 -0.75
C 2.74 -0.59 -0.23
C 3.27 -1.63 -0.97
C 2.79 -1.90 -2.25
C 1.73 -1.15 -2.78
P 0.93 1.53 0.24
C 2.28 2.04 1.39
C 2.23 1.69 2.76
C 3.29 2.04 3.59
C 4.41 2.70 3.06
C 4.46 3.05 1.71
C 3.38 2.73 0.88
Lu -0.83 1.17 2.25
P -1.44 -0.85 0.56
C -0.25 -2.24 0.68
C -0.02 -3.15 -0.36
C 0.90 -4.19 -0.21
C 1.63 -4.30 0.98
C 1.45 -3.38 2.01
C 0.51 -2.37 1.87
C -2.83 -1.36 1.66
C -3.89 -0.45 1.84
C -4.91 -0.74 2.75
C -4.92 -1.97 3.41
C -3.89 -2.90 3.20
C -2.86 -2.60 2.32
C -2.19 -0.85 -1.09
C -2.23 0.34 -1.84
C -2.84 0.36 -3.09
C -3.45 -0.80 -3.58
C -3.45 -1.98 -2.83
C -2.82 -2.00 -1.59
C 0.71 2.91 -0.93
C 1.50 3.06 -2.08
C 1.30 4.15 -2.93
C 0.31 5.09 -2.63
C -0.48 4.95 -1.48
C -0.28 3.87 -0.63
H -3.91 0.50 1.28
H -5.70 0.01 2.93
H -5.72 -2.20 4.11
H -3.90 -3.85 3.72
H -2.06 -3.32 2.14
H -0.58 -3.06 -1.29
H 1.05 -4.90 -1.03
H 2.35 -5.12 1.09
H 2.03 -3.46 2.94
H 0.34 -1.68 2.71
H -1.76 1.25 -1.45
H -2.85 1.29 -3.69
H -3.94 -0.78 -4.56
H -3.94 -2.88 -3.21
H -2.83 -2.92 -1.00
H 2.27 2.33 -2.31
H 1.92 4.25 -3.83
H 0.15 5.94 -3.30
H -1.27 5.69 -1.25
H -0.88 3.79 0.30
H 1.40 1.07 3.20
H 3.26 1.78 4.66
H 5.25 2.95 3.71
H 5.33 3.57 1.29
H 3.40 3.00 -0.17
H 3.16 -0.35 0.75
H 4.09 -2.24 -0.55
H 3.22 -2.70 -2.85
H 1.34 -1.36 -3.78
H 0.42 0.53 -2.48
H 2.88 -3.90 -4.67
H 2.45 -3.50 -5.13
O -1.93 4.34 3.30
N -1.56 3.24 3.05
O -2.57 2.32 2.45
*
```